{
  "formula": "C4H15N2O2",
  "method": "the ωB97M-V functional and the def2-TZVPD basis",
  "symbols": ["C", "C", "C", "C", "N", "N", "H", "H", "H", "H", "H", "H", "H", "H", "H", "H", "H", "H", "H", "O", "H", "H", "O"],
  "coordinates": [[1.6197, 1.0589, 2.7443], [0.6851, -0.0123, 2.1813], [0.3516, -0.1030, 0.7199], [0.3672, 1.0186, -0.1174], [-0.3904, 1.1633, -1.3769], [0.0652, -1.3313, 0.3120], [1.3497, 2.1543, 2.7800], [2.6676, 0.7940, 2.6347], [1.3637, 1.1232, 3.8073], [-0.2211, -0.1397, 2.7921], [1.1502, -0.9782, 2.4444], [0.8976, 1.9349, 0.1824], [-0.8190, 0.2606, -1.6133], [-1.1679, 1.8297, -1.1180], [0.1651, 1.4214, -2.1899], [0.0273, -1.5863, -0.6851], [-0.1171, -2.0738, 0.9878], [-3.5153, 0.5759, -2.3096], [-3.5875, 0.6745, -0.8060], [-3.0850, 1.0096, -1.5602], [1.9365, -2.5962, -1.7589], [0.7621, -3.1610, -2.4838], [0.9961, -2.4110, -1.9168]],
  "atomic_forces_ev_per_a": [[-1.17, 1.31, 1.49], [0.43, -0.34, 0.88], [-0.11, -2.05, 0.93], [0.73, 1.39, -0.67], [-0.07, -0.99, 1.79], [-0.66, 1.57, -0.44], [0.41, -0.74, -1.91], [-0.06, 0.50, -0.13], [0.60, -1.29, 0.46], [-0.31, 0.67, -0.46], [0.18, 0.27, -0.35], [-0.35, -0.52, 0.01], [-0.55, 0.37, -0.13], [0.25, -0.50, -1.19], [0.23, 0.72, -0.12], [0.19, -0.46, 0.10], [0.38, 0.12, -0.09], [-0.04, 0.28, -0.16], [-0.16, 0.23, 0.04], [0.14, -0.56, 0.21], [-0.11, 0.30, 0.11], [-0.36, 0.17, -0.07], [0.41, -0.44, -0.30]],
  "lumo_ev": [-7.60, -11.36],
  "e_tot_ha": -420.69099,
  "charge": 2,
  "spin_multiplicity": 2
}

=====

{
  "formula": "C2H2Cl2O2",
  "method": "the ωB97M-V functional and the def2-TZVPD basis",
  "symbols": ["C", "C", "O", "O", "Cl", "Cl", "H", "H"],
  "coordinates": [[0.3106, 0.3539, 0.5029], [0.7881, 0.8686, -1.2228], [-1.6387, -0.8606, 1.5182], [-0.3175, -0.6694, 0.5238], [2.3734, 0.7129, -1.7225], [-0.4032, 0.3512, -2.3185], [0.6118, 1.0577, 1.2536], [-1.7244, -1.8144, 1.4653]],
  "atomic_forces_ev_per_a": [[0.52, -0.24, -4.57], [-1.75, -0.80, 3.04], [-3.79, 0.35, 2.88], [4.23, 0.94, -2.04], [0.82, 0.04, 0.11], [-0.14, 0.08, -0.05], [-0.02, 0.12, 0.78], [0.12, -0.48, -0.14]],
  "lumo_ev": [0.26, -1.34],
  "e_tot_ha": -1148.01559,
  "spin_multiplicity": 3
}

=====

{
  "formula": "C64H84F2N5O22PS",
  "method": "the ωB97M-V functional and the def2-TZVPD basis",
  "symbols": ["C", "P", "C", "C", "C", "C", "C", "N", "O", "C", "C", "C", "O", "N", "C", "C", "C", "C", "C", "C", "O", "C", "C", "C", "O", "C", "C", "C", "C", "C", "C", "C", "S", "N", "C", "C", "C", "N", "C", "C", "N", "C", "O", "F", "C", "O", "F", "H", "H", "H", "H", "H", "H", "H", "H", "H", "H", "H", "H", "H", "H", "H", "H", "H", "H", "H", "H", "H", "H", "H", "H", "H", "H", "H", "H", "H", "H", "H", "H", "H", "H", "H", "H", "O", "C", "O", "C", "C", "C", "H", "H", "H", "H", "H", "H", "O", "C", "O", "C", "C", "C", "H", "H", "H", "H", "H", "H", "O", "C", "O", "C", "C", "C", "H", "H", "H", "H", "H", "H", "O", "C", "O", "C", "C", "C", "H", "H", "H", "H", "H", "H", "O", "C", "O", "C", "C", "C", "H", "H", "H", "H", "H", "H", "O", "C", "O", "C", "C", "C", "H", "H", "H", "H", "H", "H", "O", "C", "O", "C", "C", "C", "H", "H", "H", "H", "H", "H", "O", "C", "O", "C", "C", "C", "H", "H", "H", "H", "H", "H"],
  "coordinates": [[1.0345, -6.1493, 3.9768], [-0.3674, -5.8893, 2.7964], [-1.9954, -6.4316, 3.5146], [-0.4241, -4.0552, 2.1760], [-0.2548, -3.2006, 3.4937], [-1.4997, -3.2787, 4.4402], [-1.7715, -1.9939, 5.2544], [-0.7375, -1.0165, 5.4167], [-2.8555, -1.8420, 5.7792], [0.9112, -3.9554, 1.3929], [1.3770, -2.5410, 0.9044], [2.9319, -2.5991, 0.7715], [3.6202, -1.8176, 1.3937], [3.5601, -3.5783, -0.0728], [4.3993, -2.8653, -1.0409], [5.7906, -2.8364, -0.8442], [6.5542, -2.1553, -1.8347], [5.9176, -1.5523, -2.9436], [4.5145, -1.5779, -3.1150], [3.7490, -2.2418, -2.1293], [-1.6794, -4.0066, 1.5307], [-2.0446, -2.9738, 0.6456], [-1.9202, -1.5773, 1.2901], [-2.6563, -0.4020, 0.6551], [-3.3628, -0.4099, -0.3287], [-2.4025, 0.9650, 1.3338], [-3.2825, 1.5655, 2.2595], [-2.9102, 2.8484, 2.7551], [-1.7451, 3.5222, 2.3520], [-0.8583, 2.8933, 1.4316], [-1.2086, 1.6295, 0.9386], [-3.6523, -3.2181, 0.4787], [-4.2359, -4.7878, 1.2908], [-4.0602, -3.2881, -0.9318], [-5.4553, -3.6118, -1.1166], [-5.8161, -4.5711, -2.1054], [-7.1874, -4.8722, -2.2571], [-8.2045, -4.3210, -1.5878], [-7.8329, -3.4203, -0.6659], [-6.5218, -2.9993, -0.3815], [-1.3546, -3.1846, -0.6344], [-1.2668, -2.1531, -1.5849], [-1.7566, -2.2580, -2.6736], [-0.5700, -1.0073, -1.3404], [-1.2065, -4.4900, -1.1182], [-1.9529, -5.4095, -1.0718], [-0.0128, -4.6774, -1.7948], [1.0334, -7.2191, 4.2734], [0.9981, -5.5535, 4.9162], [1.9977, -5.9875, 3.4561], [-1.7719, -7.0306, 4.4264], [-2.4312, -7.1578, 2.8006], [-2.7292, -5.6385, 3.7168], [-0.1518, -2.1183, 3.2414], [0.6943, -3.4367, 4.0131], [-2.4155, -3.4620, 3.8426], [-1.3473, -4.1220, 5.1452], [-1.1873, -0.2801, 5.9694], [-0.5366, -0.5615, 4.5226], [1.7091, -4.3046, 2.0832], [0.9818, -4.6535, 0.5292], [1.0141, -2.2614, -0.0989], [1.2098, -1.7543, 1.6635], [2.7937, -4.0589, -0.5471], [6.2578, -3.3124, 0.0262], [7.6458, -2.1302, -1.7336], [6.5352, -1.0310, -3.6909], [3.9927, -1.1213, -3.9644], [2.6516, -2.2835, -2.1925], [-2.3232, -1.6845, 2.3234], [-0.8744, -1.2367, 1.4540], [-4.2073, 1.0628, 2.5652], [-3.5781, 3.3654, 3.4623], [-1.4800, 4.5402, 2.7225], [0.0466, 3.4276, 1.1109], [-0.5349, 1.1470, 0.2117], [-4.2485, -2.4425, 0.9973], [-4.2753, -5.6924, 0.2793], [-3.9223, -2.4103, -1.4344], [-4.9955, -5.0231, -2.6747], [-7.4491, -5.6229, -3.0250], [-8.6417, -2.9630, -0.0673], [-6.2848, -2.2517, 0.3834], [-8.1078, -9.7448, 2.8424], [-8.4175, -8.7548, 2.2465], [-7.8075, -7.5542, 2.4199], [-8.4810, -6.5498, 1.6427], [-9.2082, -7.3120, 0.5503], [-9.5438, -8.6252, 1.2434], [-9.1668, -6.0056, 2.2974], [-7.7494, -5.8499, 1.2402], [-10.0765, -6.7819, 0.1619], [-8.5285, -7.4996, -0.2838], [-10.4920, -8.5729, 1.7813], [-9.5450, -9.4625, 0.5499], [0.4055, 5.8111, 2.5876], [1.5866, 5.6741, 2.7662], [2.4337, 6.6931, 3.0195], [3.7879, 6.1859, 3.0559], [3.6556, 4.7076, 3.3584], [2.3390, 4.3658, 2.6885], [4.2489, 6.3672, 2.0891], [4.3559, 6.7098, 3.8233], [4.4969, 4.1170, 2.9991], [3.5745, 4.5542, 4.4376], [2.4773, 4.1001, 1.6372], [1.8046, 3.5774, 3.2144], [2.2983, 1.7637, -0.6817], [1.9777, 2.7428, -1.2913], [2.6696, 3.9133, -1.2483], [1.9627, 4.9190, -1.9951], [1.0749, 4.1526, -2.9580], [0.7533, 2.8942, -2.1663], [1.3864, 5.5296, -1.2944], [2.6744, 5.5575, -2.5160], [0.1948, 4.7130, -3.2703], [1.6412, 3.8890, -3.8541], [-0.1232, 3.0284, -1.5282], [0.6267, 2.0279, -2.8114], [3.5545, -1.2883, -6.2649], [2.9142, -2.2633, -6.5425], [1.9886, -2.3014, -7.5295], [1.3207, -3.5799, -7.5171], [2.2776, -4.5204, -6.8127], [2.9715, -3.5949, -5.8277], [0.3750, -3.4715, -6.9819], [1.1119, -3.8929, -8.5381], [1.7797, -5.3664, -6.3443], [3.0068, -4.9110, -7.5267], [2.4202, -3.5150, -4.8884], [4.0007, -3.8924, -5.6407], [-2.0596, 6.6006, -1.1168], [-2.7584, 6.8563, -0.1776], [-4.1107, 6.7371, -0.1976], [-4.6582, 7.2224, 1.0385], [-3.5197, 7.1388, 2.0385], [-2.3016, 7.3900, 1.1614], [-5.0043, 8.2480, 0.8867], [-5.5071, 6.6040, 1.3264], [-3.6201, 7.8405, 2.8658], [-3.4682, 6.1309, 2.4574], [-2.0825, 8.4549, 1.0644], [-1.4287, 6.8497, 1.5196], [5.5717, 6.8990, 0.7027], [5.2322, 7.8829, 0.1031], [5.9097, 9.0491, 0.1669], [5.2109, 10.0653, -0.5693], [4.3330, 9.3081, -1.5493], [4.0052, 8.0379, -0.7750], [4.6305, 10.6656, 0.1317], [5.9292, 10.7101, -1.0713], [3.4558, 9.8732, -1.8611], [4.9046, 9.0538, -2.4451], [3.1242, 8.1610, -0.1409], [3.8836, 7.1832, -1.4351], [-0.5532, -6.1974, -6.4515], [-1.1631, -6.6182, -5.5090], [-2.5016, -6.8254, -5.5164], [-2.9384, -7.2240, -4.2055], [-1.7024, -7.7813, -3.5250], [-0.5923, -6.9474, -4.1465], [-3.3361, -6.3458, -3.6903], [-3.7293, -7.9666, -4.2969], [-1.7449, -7.7207, -2.4381], [-1.5699, -8.8306, -3.7982], [-0.4255, -6.0179, -3.5990], [0.3352, -7.5078, -4.2380], [6.4941, 11.6577, 1.6002], [7.6649, 11.4638, 1.7637], [8.5566, 12.4567, 2.0120], [9.8870, 11.9165, 2.0504], [9.7092, 10.4409, 2.3558], [8.3777, 10.1313, 1.6858], [10.3591, 12.0865, 1.0794], [10.4650, 12.4301, 2.8169], [10.5354, 9.8257, 2.0014], [9.6198, 10.2941, 3.4345], [8.5012, 9.8569, 0.6374], [7.8238, 9.3619, 2.2163]],
  "atomic_forces_ev_per_a": [[-0.19, 0.41, 0.94], [0.05, -1.33, -2.24], [0.21, -0.34, 0.53], [1.90, -0.88, 2.82], [-1.15, 1.52, -0.55], [0.91, 0.24, -0.31], [-0.26, -0.13, -0.01], [-1.27, 0.08, -0.38], [0.58, -0.15, -0.02], [0.16, 0.46, -0.87], [1.36, -0.84, 0.11], [0.60, 0.60, 0.88], [-0.51, -0.40, -0.36], [-1.51, 1.24, 0.03], [0.15, -0.44, -0.09], [-0.29, 0.77, -1.35], [-0.91, -0.32, 0.26], [-0.01, 0.05, 0.04], [0.04, -0.60, 1.14], [1.10, 0.05, -0.13], [0.80, 0.87, -0.29], [-2.17, -0.57, 0.84], [0.64, 0.23, 0.09], [-0.14, 1.68, 0.30], [0.37, -0.92, 0.27], [0.51, 0.06, 0.19], [1.24, 0.56, -0.45], [-0.36, -0.05, -0.05], [0.40, -0.38, -0.43], [-1.20, 0.10, 0.57], [0.07, -0.07, 0.06], [-0.44, -1.02, -0.78], [-0.31, 0.19, 0.26], [-0.52, 0.09, -0.02], [-1.53, -0.30, -0.39], [-0.12, 1.19, 1.39], [0.65, -0.48, -0.97], [1.20, 0.10, 0.39], [0.02, 0.88, 0.81], [0.77, -1.12, -1.14], [1.21, 1.12, 0.51], [-0.61, 0.22, -2.83], [0.73, -0.03, 1.00], [-0.48, -1.36, 1.16], [-0.59, -1.28, -1.14], [0.61, 0.86, 0.54], [-0.71, 1.06, 0.69], [-0.21, 0.57, -0.30], [0.18, -0.27, -0.49], [-0.58, 0.05, 0.24], [-0.23, 0.58, -0.34], [0.21, 0.62, 0.26], [0.35, -0.40, 0.05], [0.15, -0.68, -0.03], [-0.60, -0.19, -0.37], [0.47, -0.02, 0.48], [-0.40, 0.51, -0.24], [0.29, -0.24, 0.07], [0.45, -0.45, 0.16], [-0.65, 0.15, -0.21], [-0.43, 0.23, 0.60], [-0.18, -0.06, 0.63], [0.00, -0.34, -0.61], [0.49, -0.13, -0.21], [-0.34, 0.21, -0.46], [-0.50, 0.11, -0.12], [-0.34, -0.33, 0.39], [0.57, -0.14, 0.30], [0.52, 0.01, -0.02], [0.06, 0.03, -0.65], [-0.54, -0.29, -0.34], [0.40, 0.32, -0.06], [0.30, -0.40, -0.35], [-0.36, -1.08, -0.23], [-0.44, -0.42, 0.12], [-0.35, 0.16, 0.38], [0.74, -0.24, 0.19], [0.33, 0.68, 0.02], [0.33, -0.02, 0.38], [-0.64, 0.00, 0.12], [-0.01, 0.44, 0.48], [0.34, -0.30, -0.48], [-0.40, -0.32, -0.30], [0.27, 0.21, 0.03], [-0.29, -0.38, 0.23], [0.01, -0.16, -0.05], [0.00, 0.30, -0.16], [-0.23, 0.00, -0.22], [0.24, 0.37, -0.40], [0.01, -0.04, 0.01], [0.11, -0.07, 0.18], [0.07, 0.06, 0.03], [-0.02, 0.06, 0.02], [0.02, -0.13, 0.01], [-0.12, -0.16, 0.25], [-0.04, 0.48, 0.11], [0.02, -0.25, -0.29], [-0.41, -0.25, 0.04], [0.47, -0.02, 0.08], [0.18, -0.25, 0.16], [0.26, -0.01, 0.36], [-0.10, -0.06, 0.11], [-0.22, 0.20, -0.04], [0.01, 0.11, -0.05], [0.00, -0.01, -0.04], [-0.09, -0.05, 0.00], [-0.19, 0.00, -0.27], [0.22, 0.19, 0.13], [-0.30, -0.29, 0.14], [-0.01, -0.22, 0.05], [-0.15, 0.27, -0.10], [-0.26, 0.05, -0.25], [0.20, 0.31, -0.42], [-0.02, -0.03, -0.02], [0.15, -0.11, 0.15], [0.05, 0.05, 0.09], [0.00, 0.02, 0.04], [0.00, -0.09, -0.01], [-0.09, -0.14, 0.26], [-0.15, 0.19, -0.39], [0.04, 0.11, 0.46], [0.25, 0.05, 0.10], [-0.24, -0.26, -0.07], [0.10, -0.36, 0.15], [0.00, -0.36, -0.44], [0.03, -0.01, 0.00], [0.00, 0.24, -0.02], [-0.12, 0.07, -0.11], [-0.04, 0.03, 0.00], [0.11, 0.06, 0.05], [-0.02, 0.23, 0.26], [-0.29, -0.18, -0.09], [0.43, 0.28, -0.13], [0.15, -0.08, -0.06], [-0.20, 0.03, 0.21], [0.09, 0.10, 0.28], [-0.32, -0.36, 0.36], [0.03, -0.02, -0.02], [0.00, -0.03, -0.23], [-0.06, 0.00, -0.06], [-0.03, 0.03, -0.02], [0.10, -0.05, -0.06], [0.19, 0.21, -0.20], [0.35, 0.27, -0.25], [-0.22, -0.20, 0.17], [0.00, -0.33, -0.07], [-0.24, 0.35, -0.22], [-0.19, -0.02, -0.21], [0.27, 0.31, -0.37], [0.09, -0.02, 0.03], [0.12, -0.06, 0.20], [0.05, 0.04, 0.06], [-0.02, 0.02, 0.03], [0.03, -0.13, 0.04], [-0.07, -0.16, 0.29], [-0.31, -0.08, -0.14], [0.35, 0.31, 0.06], [0.17, 0.00, -0.10], [-0.18, -0.12, 0.22], [0.13, -0.15, 0.33], [-0.29, -0.43, 0.10], [0.07, 0.01, -0.02], [-0.02, 0.11, -0.21], [-0.07, 0.08, -0.06], [-0.04, 0.03, -0.01], [0.08, -0.07, -0.12], [0.12, 0.27, -0.08], [0.17, 0.37, 0.17], [-0.31, -0.25, -0.31], [-0.16, -0.06, 0.03], [0.31, -0.01, 0.06], [0.11, -0.26, 0.02], [0.43, 0.08, 0.49], [-0.04, 0.00, 0.00], [-0.16, 0.17, -0.06], [0.01, 0.08, -0.02], [0.03, 0.03, -0.03], [-0.15, -0.07, 0.02], [-0.20, -0.01, -0.31]],
  "lumo_ev": -0.13,
  "e_tot_ha": -5357.51782,
  "smiles": "CP(C)[C@@](CCC(N)=O)(CCC(=O)Nc1ccccc1)O[C@](CC(=O)c1ccccc1)([C@H](S)Nc1ccncc1)N(C(=O)F)C(=O)F.O=C1CCCO1.O=C1CCCO1.O=C1CCCO1.O=C1CCCO1.O=C1CCCO1.O=C1CCCO1.O=C1CCCO1.O=C1CCCO1"
}